A structure of composition C26H23BrFeN2O3P in a non-equilibrium geometry, computed with ωB97M-V/def2-TZVPD.

```
57
Properties=species:S:1:pos:R:3:forces:R:3
H -1.3305 -6.0612 -3.0087 0.00 0.01 0.01
H 2.2887 -2.7687 -2.5258 0.00 0.02 -0.02
C -1.7554 3.5056 0.6744 0.06 -0.10 0.03
H -0.4228 -1.9098 -3.4867 0.01 -0.01 0.01
C -0.4585 3.6616 2.5515 -0.01 -0.08 -0.02
H 0.1220 3.1052 -3.1559 0.00 -0.01 -0.01
H 4.7151 -2.6930 -2.9170 -0.02 0.01 0.00
H 5.1010 0.4336 -0.0052 -0.02 -0.01 0.00
H -0.7010 -5.9477 -0.6246 -0.01 0.02 0.00
C -1.7151 0.0328 -1.6979 -0.01 -0.02 -0.02
C 5.0624 -1.1242 -1.4974 0.03 -0.03 -0.02
H -3.6701 -0.0514 3.9452 0.01 0.00 -0.01
H -3.1980 -0.8408 5.4134 0.00 0.00 0.00
C -0.1953 -3.8656 -0.7029 0.08 -0.04 -0.03
P 0.5527 -1.2112 -0.8168 -0.08 -0.13 -0.43
C 2.3178 -1.1820 -1.0668 0.07 0.28 0.25
H -0.2029 5.5655 3.5075 0.00 -0.01 0.00
C -0.3903 2.2482 -2.7396 0.05 -0.02 0.03
C -0.9899 -5.1254 -2.5852 0.00 0.01 -0.01
C -0.1058 -2.7299 -1.5099 -0.08 0.00 0.12
H -1.0493 -1.5995 5.8221 -0.01 0.01 0.00
N -0.9731 2.9045 1.5847 -0.04 0.21 0.06
C -0.4795 -2.7900 -2.8582 -0.07 -0.03 0.02
C -2.0287 4.8576 0.7313 -0.01 0.02 -0.05
C 3.1274 -0.2878 -0.3464 0.06 -0.03 -0.06
C -0.6597 5.0113 2.7009 -0.06 0.08 -0.07
H -2.1502 2.8725 -0.1096 0.00 -0.01 0.02
N -2.9454 -0.4626 4.5147 -0.06 -0.05 0.04
C -0.9107 -3.9941 -3.3900 0.01 0.03 0.01
C -0.6366 -5.0633 -1.2441 0.02 0.03 0.02
C 2.8974 -2.0562 -1.9861 0.02 -0.09 0.05
H -2.6618 5.3090 -0.0189 0.00 0.00 0.01
C -2.4363 1.0350 -2.3284 0.02 0.02 0.01
Fe -0.1867 0.9698 1.9115 -0.18 0.16 0.07
H -1.6683 6.6805 1.8123 -0.01 -0.02 0.00
H 1.4151 1.3432 -2.0245 -0.02 -0.03 -0.01
C -1.7105 -0.5291 4.0659 0.03 -0.02 -0.12
H 6.1308 -1.1050 -1.6664 -0.01 0.00 0.01
H 0.0674 -0.3756 5.1950 0.00 0.00 -0.01
C -0.3214 0.1333 -1.5999 -0.07 -0.01 0.06
H -3.5107 0.9493 -2.4265 0.02 -0.01 0.00
H -1.1854 -4.0508 -4.4349 0.00 0.00 0.01
C 4.4946 -0.2633 -0.5680 -0.02 0.00 -0.04
C -1.4751 5.6172 1.7519 0.03 0.04 0.04
C 0.3385 1.2544 -2.1051 0.01 0.12 -0.02
O 3.2377 1.4620 1.2590 0.27 0.07 0.15
C 2.5764 0.6595 0.6659 -0.76 0.32 0.24
O -1.4445 -0.0775 2.9181 -0.30 -0.15 0.24
C 4.2677 -2.0162 -2.2014 -0.01 -0.02 0.00
H -2.3316 2.9075 -3.3706 0.00 0.00 0.01
H -0.1257 -1.9009 4.3337 0.00 0.00 -0.01
H -2.2261 -0.8444 -1.3166 0.00 0.03 0.00
C -1.7719 2.1373 -2.8551 -0.01 -0.03 -0.01
C -0.6529 -1.1473 4.9170 0.03 0.03 0.02
Br 0.6353 2.6590 3.7395 0.19 0.25 0.28
H 0.0874 -3.8141 0.3421 0.01 -0.02 -0.01
O 1.2426 0.5732 0.8335 0.83 -0.80 -0.83
```
Positions in Å, forces in eV/Å.

Output
- Energy above the lowest of the compared OMol25 structures with the same formula, charge and spin: 0.9889 eV
- 2S+1: 6
- Gap between HOMO and LUMO (spin up / spin down): 8.62 / 6.79 eV
- Net charge: +2
- Highest occupied orbital energy (spin up / spin down): -13.84 / -14.59 eV

Mulliken atomic charge list, values in e, 8 entries: 0.42, 0.41, -0.19, 0.50, 0.73, 0.47, 0.45, 0.55

=====

A cluster of 2 separate species, C4H5N3O4 in total in a non-equilibrium geometry, computed with ωB97M-V/def2-TZVPD.

```
16
Properties=species:S:1:pos:R:3:forces:R:3
H -2.2764 -2.2577 1.5439 -4.51 -1.84 -0.21
N -0.5165 0.0133 2.0576 -1.62 1.35 5.90
H 2.7073 0.4638 -0.4652 -3.43 -1.81 -1.19
C -0.3004 1.4181 -0.9709 -6.76 1.55 -2.53
O 0.2875 1.9454 -2.1150 5.05 -0.92 2.94
C 0.5433 0.6309 0.0318 -0.30 -5.14 -7.63
N -1.3786 -2.0125 1.5398 3.23 1.36 0.67
H 0.8685 1.3936 0.4113 4.30 8.03 5.35
C -0.8488 -1.5480 0.3169 0.87 3.37 5.75
O -1.3566 -0.9968 2.5984 1.74 -0.03 -2.99
N 1.7174 -0.0335 -0.7030 1.57 2.08 2.86
H 1.5867 1.8895 -1.9413 -5.79 -0.13 -0.62
O -0.7590 -2.0741 -0.7069 -0.03 -1.34 -3.12
H 1.5145 -0.3078 -1.6472 0.28 0.05 -0.19
O -1.5864 1.6462 -0.8673 6.65 -1.51 0.09
C -0.2025 -0.1703 0.9172 -1.24 -5.06 -5.07
```
Positions in Å, forces in eV/Å.

Output
- Energy above the lowest of the compared OMol25 structures with the same formula, charge and spin: 7.8281 eV
- 2S+1: 1
- Gap between HOMO and LUMO: 9.81 eV
- Highest occupied orbital energy: -10.27 eV

Mulliken atomic charge list, values in e, 8 entries: 0.26, -0.44, 0.31, 0.52, -0.57, -0.46, -0.14, 0.67